Entry 1:
Below is a structure of composition C2H2BrO2S2 at a distorted geometry, with properties calculated with ωB97M-V with the def2-TZVPD basis set.

The geometry in ORCA input format:
```
! RIJCOSX wB97M-V def2-TZVPD def2/J DEFGRID3
* xyz -1 1
C 0.2420 -1.3145 0.2699
C -0.3541 0.1468 -0.0586
O -0.3297 -2.2659 -0.2305
O 1.3378 -1.2714 0.9062
S 0.1056 0.6148 -1.8207
S 0.2904 1.3140 1.1170
Br -2.3407 0.3205 0.0261
H -0.1673 1.9127 -1.8757
H 1.2160 0.5430 1.6664
*
```

Properties
* energy relative to the best compared isomer or geometry (same formula, charge and spin): 72.1 kJ/mol
* LUMO: 0.1131 Ha
* HOMO level: -0.184 hartree
* electronic energy: -97915.96503 eV
* gap between HOMO and LUMO: 8.08 eV

---

Entry 2:
Below is an isolated molecule of C4H3NO3 at a distorted geometry, with properties calculated with ωB97M-V with the def2-TZVPD basis set.

The geometry in ORCA input format:
```
! RIJCOSX wB97M-V def2-TZVPD def2/J DEFGRID3
* xyz 0 1
O -2.3242 0.3748 0.9624
C -2.2210 -0.1477 -0.1020
O -1.1027 -0.3127 -0.8439
C 0.1287 -0.0468 -0.2516
C 0.8485 1.0830 -0.3426
N 2.1148 0.7714 0.0953
C 2.0844 -0.4630 0.4413
O 0.9181 -1.1071 0.0579
H -3.1184 -0.4982 -0.6251
H 0.4546 2.0154 -0.6191
H 2.8876 -1.1095 0.6947
*
```

Properties
* structure (SMILES): O=COc1cnco1
* energy relative to the best compared isomer or geometry (same formula, charge and spin): 166.1 kJ/mol
* LUMO: 0.0281 Ha
* HOMO level: -0.358 hartree
* electronic energy: -11827.81202 eV
* gap between HOMO and LUMO: 10.50 eV

---

Entry 3:
Below is a structure of composition C5H11N4 at a distorted geometry, with properties calculated with ωB97M-V with the def2-TZVPD basis set.

The geometry in ORCA input format:
```
! RIJCOSX wB97M-V def2-TZVPD def2/J DEFGRID3
* xyz 1 1
C 3.1437 0.5135 -0.1512
C 2.2410 -1.3912 0.0563
C -0.6401 -0.9903 -0.2688
C -2.0436 0.9120 -0.8682
C -1.8268 0.2390 1.4453
N 3.4553 -0.7878 0.0015
N 1.8029 0.7203 -0.2659
N 1.2686 -0.5311 -0.1859
N -1.5011 -0.0529 0.0665
H 3.9056 1.2496 -0.3853
H 2.0881 -2.4471 0.1183
H 1.4903 1.4933 -0.7345
H -0.6481 -1.8899 0.4227
H -0.5203 -1.1669 -1.3321
H -2.8962 0.4260 -1.3960
H -2.2019 1.8058 -0.3868
H -1.4424 1.1702 -1.6560
H -1.8889 1.2550 1.6500
H -2.7951 -0.1477 1.9111
H -0.9911 -0.3798 1.9590
*
```

Properties
* energy relative to the best compared isomer or geometry (same formula, charge and spin): 288.5 kJ/mol
* LUMO: -0.1086 Ha
* HOMO level: -0.512 hartree
* electronic energy: -11314.85697 eV
* gap between HOMO and LUMO: 10.99 eV

---

Entry 4:
Below is a cluster of 7 separate species, C13H26N4O18S3 in total at a distorted geometry, with properties calculated with ωB97M-V with the def2-TZVPD basis set.

The geometry in ORCA input format:
```
! RIJCOSX wB97M-V def2-TZVPD def2/J DEFGRID3
* xyz -1 2
C 3.2346 1.8035 1.8548
N 3.2086 1.0399 3.1478
O 2.4459 0.0929 3.1424
O 3.8955 1.4388 4.0766
H 3.0868 1.1327 1.0085
H 4.2341 2.2266 1.9555
H 2.4450 2.5400 2.0042
C 1.6692 5.3855 -0.3268
N 1.3592 3.9174 -0.5948
O 2.2320 3.1203 -0.8839
O 0.1948 3.5144 -0.3459
H 1.8810 5.4789 0.7384
H 0.8168 5.9946 -0.6275
H 2.4797 5.7341 -0.9668
C 1.5597 -5.0094 -0.9667
N 1.5010 -5.1629 -2.4036
O 0.5722 -4.5543 -2.9673
O 2.3810 -5.8041 -2.9452
H 0.5797 -5.3938 -0.6838
H 1.6368 -3.9313 -0.8257
H 2.4113 -5.5713 -0.5832
C -1.4851 -4.1950 2.8933
C -1.6384 -2.9522 3.7325
O -0.4625 -2.8283 4.4856
S 0.6905 -3.9119 4.0333
O 0.7866 -5.0767 4.9708
O 1.9249 -3.2670 3.6771
O -0.1254 -4.3451 2.6677
H -2.0541 -4.0820 1.9705
H -1.8847 -5.0114 3.4949
H -2.4949 -3.0287 4.4023
H -1.7927 -2.0522 3.1371
C -3.4576 3.5246 -1.4986
C -3.5230 3.2631 0.0080
O -3.4321 4.4993 0.6261
S -2.8903 5.7290 -0.3684
O -1.6556 6.2672 0.1860
O -4.0267 6.6340 -0.6099
O -2.6319 4.7164 -1.6133
H -4.4701 3.7504 -1.8332
H -2.9395 2.6766 -1.9463
H -2.7151 2.5881 0.2902
H -4.4188 2.7725 0.3889
C 0.3694 -1.2937 -3.0656
C 0.1951 0.2483 -2.9716
O 0.2199 0.7123 -4.3154
S 1.0835 -0.2392 -5.3425
O 2.4841 0.0116 -5.1357
O 0.5638 -0.1377 -6.7278
O 0.6465 -1.6194 -4.4349
H -0.4912 -1.9200 -2.8308
H 1.1671 -1.6107 -2.3939
H 1.0930 0.5887 -2.4557
H -0.7033 0.4939 -2.4054
N 0.3596 -0.7173 1.2423
C -0.0083 -1.8630 0.6623
C -1.1292 -1.7157 -0.0715
C -1.6252 -0.4271 0.2541
C -0.5454 0.2477 0.9020
H 1.1244 -0.5437 1.8786
H 0.5819 -2.7522 0.8276
H -1.5946 -2.4916 -0.6612
H -2.5366 0.0828 -0.0212
H -0.3833 1.2827 1.1645
*
```

Properties
* energy relative to the best compared isomer or geometry (same formula, charge and spin): 0.0 kJ/mol
* LUMO (alpha / beta): 0.0599 / 0.0599 Ha
* HOMO level (alpha / beta): -0.046 / -0.174 hartree
* electronic energy: -89211.08036 eV
* gap between HOMO and LUMO (alpha / beta): 2.88 / 6.37 eV

---

Entry 5:
Below is a structure of composition C8H32O8 at a distorted geometry, with properties calculated with ωB97M-V with the def2-TZVPD basis set.

The geometry in ORCA input format:
```
! RIJCOSX wB97M-V def2-TZVPD def2/J DEFGRID3
* xyz 0 1
C -1.8451 -1.8442 0.9141
O -2.2865 -3.0809 1.3356
H -2.1885 -1.0677 1.5976
H -0.7552 -1.8393 0.9013
H -2.1794 -1.5527 -0.0816
H -1.5541 -3.6855 1.1953
C 0.3546 -0.5518 0.2448
O -0.7372 0.3651 0.3469
H -0.0622 -1.4010 -0.2967
H 1.2292 -0.2181 -0.3136
H 0.7780 -0.8533 1.2029
H -0.2949 1.1546 0.6673
C -2.5008 -0.0547 -1.6406
O -1.7172 0.9267 -1.0376
H -1.8967 -0.7041 -2.2741
H -3.0483 -0.6401 -0.9019
H -3.3416 0.3075 -2.2323
H -0.8585 0.5243 -0.8882
C 0.7062 1.4897 2.0394
O -0.2961 1.9313 1.1674
H 1.6362 1.2837 1.5096
H 0.8571 2.1758 2.8728
H 0.4731 0.5071 2.4497
H -1.0991 1.9746 1.6916
C -0.2525 -2.4275 -2.1998
O -1.3000 -2.7674 -1.3105
H -0.0731 -3.4024 -2.6530
H -0.6069 -1.7130 -2.9428
H 0.6569 -2.1143 -1.6871
H -1.9899 -3.0467 -1.9167
C 0.2880 2.0365 -1.9015
O 0.8884 2.0715 -3.1586
H -0.7986 1.9657 -1.9498
H 0.8098 1.3836 -1.2019
H 0.4894 3.0614 -1.5897
H 0.5689 1.2838 -3.6047
C 1.0833 4.0825 1.0284
O 0.1577 3.5022 0.1758
H 2.0445 4.1282 0.5165
H 0.9326 5.1550 1.1511
H 1.1782 3.6473 2.0233
H -0.1409 2.7222 0.6491
C 2.3985 -2.6160 1.7527
O 3.5206 -2.0339 1.0273
H 1.5853 -1.9830 1.3976
H 2.3193 -3.6784 1.5225
H 2.5702 -2.4552 2.8171
H 4.2973 -1.9488 1.5851
*
```

Properties
* energy relative to the best compared isomer or geometry (same formula, charge and spin): 2056.4 kJ/mol
* LUMO: 0.0005 Ha
* HOMO level: -0.265 hartree
* electronic energy: -25173.48536 eV
* gap between HOMO and LUMO: 7.23 eV

---

Entry 6:
Below is a cluster of 2 separate species, C4H9N2O2 in total at a distorted geometry, with properties calculated with ωB97M-V with the def2-TZVPD basis set.

The geometry in ORCA input format:
```
! RIJCOSX wB97M-V def2-TZVPD def2/J DEFGRID3
* xyz -2 2
O -1.6386 -0.8068 -1.4080
C -1.6358 -0.7410 -0.1611
O -1.9095 -1.6253 0.6731
C -1.0485 0.6818 0.3100
C 0.5128 0.6009 0.6443
C 1.3866 0.1593 -0.5000
N 4.1995 -0.1821 -0.3237
N -1.6937 1.8305 0.9377
H -0.9845 1.1513 -0.6812
H 0.6465 -0.0641 1.5044
H 0.6619 1.6185 0.9894
H 1.2920 -0.8578 -0.8964
H 1.3995 0.8876 -1.3163
H 4.5234 -0.9235 0.2937
H 2.5845 0.1492 -0.3233
H -2.2357 1.4346 1.7274
H 4.9590 0.3673 -0.7233
*
```

Properties
* energy relative to the best compared isomer or geometry (same formula, charge and spin): 277.8 kJ/mol
* LUMO (alpha / beta): 0.2539 / 0.2331 Ha
* HOMO level (alpha / beta): 0.024 / 0.024 hartree
* electronic energy: -11364.09215 eV
* gap between HOMO and LUMO (alpha / beta): 6.24 / 5.68 eV